(1)
Here is an isolated molecule of C25H35F10NO8S from OMol25. Energies are from wB97M-V/def2-TZVPD.

Each line ends with the Mulliken charge.
Cartesian coordinates (Å):
S 6.494 -1.991 0.696  1.39
F 6.273 -0.479 1.116  -0.32
F 6.656 -3.531 0.373  -0.30
F -3.517 -1.189 0.200  -0.37
F 6.220 -2.505 -1.836  -0.31
F 4.361 -2.339 -0.821  -0.16
F 5.161 -2.350 1.476  -0.28
F 6.679 0.294 -1.403  -0.32
F 7.304 -2.213 2.026  -0.30
F 5.251 -0.472 -2.826  -0.34
F 7.845 -1.667 -0.025  -0.29
O -6.759 -0.295 2.427  -0.59
O -6.413 -0.752 0.234  -0.38
O -2.413 -2.598 -1.510  -0.31
O 2.633 -0.679 0.691  -0.22
O -1.588 -0.252 0.389  -0.60
O 0.506 -0.083 -1.994  -0.70
O 0.974 1.723 1.853  -0.15
O 1.154 -3.050 1.549  -0.52
N 2.050 0.178 -0.272  1.08
C -3.490 0.842 -0.818  -0.81
C 0.299 -2.452 0.926  -0.49
C -4.935 0.476 -1.249  -0.85
C 2.976 0.251 -1.394  -0.71
C -6.341 -1.049 1.555  0.88
C -5.959 0.575 -0.111  -0.72
C -2.626 -0.399 -0.512  1.10
C -0.403 0.473 0.178  0.72
C -0.894 4.659 -0.750  -0.73
C -2.526 -3.333 -2.721  -0.92
C 1.685 2.926 3.853  -1.37
C -0.558 1.937 -0.217  0.73
C 1.773 1.643 3.010  -0.12
C 0.008 3.914 -1.435  -0.91
C 0.138 0.599 1.659  -2.22
C 0.702 -0.296 -0.587  -0.84
C -2.388 -1.188 -1.809  -1.01
C -5.754 -2.382 1.928  -0.91
C -1.614 4.029 0.236  -1.01
C 5.486 -0.323 -1.491  0.84
C -1.442 2.708 0.483  -0.34
C 4.410 0.602 -0.956  -1.28
C 5.548 -1.769 -0.931  0.48
C 0.172 2.590 -1.168  -0.31
C 0.568 -1.847 -0.444  -0.24
H 0.924 2.075 -1.742  0.30
H -3.571 -3.561 -2.934  0.29
H -2.325 4.580 0.832  0.49
H 1.102 2.716 4.744  0.33
H 1.483 0.806 3.648  0.42
H 2.688 3.162 4.202  0.39
H 2.821 1.450 2.747  0.09
H -5.593 1.104 0.765  0.40
H 3.005 -0.684 -1.963  0.56
H -5.892 -3.084 1.107  0.34
H 4.669 1.568 -1.383  0.46
H -5.012 -0.530 -1.647  0.39
H -0.191 -2.230 -1.122  0.65
H -6.836 1.117 -0.458  0.41
H 1.254 3.730 3.269  0.27
H -1.061 5.705 -0.947  0.41
H 2.980 -0.098 1.378  0.15
H -1.433 -0.993 -2.296  0.48
H -3.171 -1.019 -2.544  0.85
H -3.620 1.309 0.153  0.20
H -2.097 -2.799 -3.572  0.38
H -1.965 -4.258 -2.608  0.26
H 0.670 -0.299 1.977  0.93
H 0.760 -0.880 -2.467  0.67
H 2.712 1.002 -2.124  0.17
H 1.504 -2.280 -0.801  0.61
H -3.009 1.511 -1.524  0.40
H 4.493 0.768 0.111  0.51
H 0.591 4.395 -2.205  0.44
H -2.032 2.263 1.272  0.55
H -0.712 -2.378 1.361  0.56
H -5.228 1.206 -2.000  0.44
H -6.194 -2.749 2.844  0.36
H -0.741 0.710 2.299  0.77
H -4.681 -2.271 2.048  0.07

Summary:
SMILES: CCOC[C@@](O[C@@](F)(CCCOC(C)=O)COC)(c1ccccc1)[C@](O)(CC=O)N(O)CCC(F)(F)C(F)(F)S(F)(F)(F)(F)F
HOMO-LUMO gap: 0.3488 Ha

---

(2)
Here is an isolated molecule of C3H4N2S from OMol25. Energies are from wB97M-V/def2-TZVPD.

Each line ends with the Mulliken charge.
Cartesian coordinates (Å):
S 0.772 1.809 0.484  -0.13
N 0.084 -0.982 0.969  -0.55
N 3.163 -0.903 -0.074  -0.40
C 0.359 0.826 -0.982  -0.72
C 0.760 0.009 0.299  0.60
C 2.129 -0.427 0.086  0.14
H -0.855 -0.678 1.234  0.25
H 0.888 1.040 -2.018  0.29
H -0.724 0.694 -1.302  0.26
H 0.633 -1.517 1.655  0.26

Summary:
SMILES: N#C[C@]1(N)CS1
HOMO-LUMO gap: 0.3718 Ha
energy above the lowest of the compared OMol25 structures with the same formula, charge and spin: 50.0 kcal/mol

---

(3)
Here is C21H31BrN2O2TcTe as an isolated structure from OMol25. Energies are from wB97M-V/def2-TZVPD.

Each line ends with the Löwdin spin population.
Cartesian coordinates (Å):
Te -0.290 1.749 -1.812  0.70
Tc 0.547 0.390 0.096  0.22
Br -0.886 -2.590 -2.722  0.00
O 2.686 -2.875 -0.675  0.00
O 0.912 -1.578 -0.303  0.01
N -1.382 -0.624 0.264  0.01
N -2.584 0.117 0.059  0.02
C 1.832 -0.578 -5.085  0.00
C -3.862 -1.118 1.827  0.00
C 0.689 2.008 1.597  -0.01
C 1.810 -1.626 -2.497  0.00
C 2.279 -1.287 2.458  0.00
C 1.833 -2.104 -1.063  0.00
C 2.960 -1.045 -3.022  0.00
C 0.692 -1.711 -3.313  0.00
C -0.267 0.364 3.386  0.00
C 1.842 2.024 0.733  0.01
C 3.866 0.412 0.329  0.00
C -3.826 -0.618 0.378  0.00
C -4.946 0.394 0.155  0.00
C -0.222 3.177 1.808  0.00
C 0.721 0.787 2.344  0.00
C 2.972 -0.511 -4.299  0.00
C 2.545 0.786 0.921  -0.01
C 1.859 0.055 1.953  0.00
C 2.355 3.216 -0.008  0.02
C 0.690 -1.195 -4.598  0.00
C -3.967 -1.784 -0.594  0.00
H -2.511 0.931 0.662  0.00
H 4.691 0.752 0.962  0.00
H 3.849 -1.019 -2.407  0.00
H -0.573 -0.677 3.262  0.00
H 3.344 -1.283 2.693  0.00
H 3.011 2.922 -0.826  0.00
H 3.872 -0.050 -4.683  0.00
H -1.161 0.986 3.364  0.00
H 1.827 -0.163 -6.084  0.00
H 0.171 0.450 4.383  0.00
H 2.924 3.860 0.668  0.00
H -1.402 -1.115 1.160  0.00
H -1.168 2.881 2.264  0.00
H 3.991 0.859 -0.656  0.00
H -3.246 -2.577 -0.386  0.00
H -5.920 -0.079 0.280  0.00
H -4.877 1.213 0.875  0.00
H 3.954 -0.670 0.224  0.00
H -3.707 -0.293 2.527  0.00
H -3.109 -1.886 2.020  0.00
H 1.738 -1.555 3.366  0.00
H -4.830 -1.567 2.049  0.00
H -3.824 -1.446 -1.620  0.00
H -1.305 -1.343 -0.456  0.00
H -0.451 3.666 0.862  0.00
H 2.113 -2.061 1.707  0.00
H -0.199 -1.276 -5.207  0.00
H -4.962 -2.222 -0.505  0.00
H -4.884 0.813 -0.848  0.00
H 0.246 3.910 2.469  0.00
H 1.542 3.805 -0.434  0.01

Summary:
spin multiplicity: 2
<S²>: 0.786
HOMO-LUMO gap (spin up / spin down): 0.2459 / 0.2487 Ha

---

(4)
Here is a 9-piece molecular cluster, C41H90Cl7N5O9 overall from OMol25. Energies are from wB97M-V/def2-TZVPD.

Each line ends with the Löwdin spin population.
Cartesian coordinates (Å):
Cl 1.984 -26.469 -22.170  0.00
Cl 8.313 -34.411 -17.842  0.00
Cl 7.929 -31.065 -23.503  0.00
Cl 9.111 -23.748 -22.639  0.00
Cl 12.053 -24.996 -21.887  0.00
Cl 9.218 -30.236 -17.049  0.00
Cl 3.286 -24.763 -19.540  0.00
O 7.225 -32.313 -23.346  0.00
O 13.539 -37.958 -20.648  0.61
O 7.886 -30.274 -22.242  0.00
O 17.938 -31.603 -18.523  0.61
O 1.832 -34.618 -21.871  0.00
O 9.299 -31.307 -23.899  0.00
O 8.376 -27.547 -28.424  0.00
O 7.279 -30.355 -24.560  0.00
O 3.813 -36.840 -31.000  0.60
N 12.202 -38.530 -20.969  0.31
N 17.397 -31.567 -19.880  0.31
N 5.521 -28.203 -28.535  0.00
N 1.524 -32.253 -23.622  0.00
N 5.229 -37.307 -30.738  0.32
C 19.384 -30.267 -20.865  0.01
C 15.583 -30.657 -21.381  0.00
C 8.333 -31.796 -17.180  0.00
C 10.393 -39.055 -22.636  0.00
C 4.997 -25.821 -29.061  0.00
C 9.489 -27.439 -27.571  0.00
C 0.619 -32.392 -22.384  0.00
C 3.954 -26.266 -20.243  0.00
C 10.107 -40.383 -21.865  0.00
C 5.592 -38.321 -32.966  0.00
C 9.378 -24.608 -21.066  0.00
C 18.389 -31.408 -20.960  0.02
C 11.806 -39.671 -20.113  0.02
C 7.429 -26.532 -28.264  0.00
C 2.441 -34.446 -20.645  0.00
C 12.674 -39.478 -23.313  0.01
C 16.190 -30.686 -19.959  0.02
C -0.717 -31.814 -22.743  0.00
C 10.879 -24.363 -20.634  0.00
C 7.430 -38.960 -29.748  0.00
C 11.922 -37.246 -23.041  0.00
C 7.153 -37.565 -29.103  0.00
C 16.583 -30.471 -22.521  0.00
C 5.777 -35.596 -28.911  0.00
C 12.760 -40.866 -20.109  0.01
C 19.247 -32.711 -20.947  0.00
C 5.579 -38.541 -31.455  0.02
C 10.365 -40.105 -20.398  0.00
C 4.693 -39.801 -31.196  0.02
C 7.074 -38.877 -31.224  0.00
C 4.805 -37.844 -28.282  0.01
C 15.032 -31.167 -19.112  0.00
C 11.838 -38.629 -22.401  0.02
C 5.705 -37.073 -29.307  0.02
C 3.742 -26.279 -21.750  0.00
C 0.582 -33.954 -22.096  0.00
C 16.423 -29.284 -19.437  0.01
C 11.895 -39.223 -18.581  0.00
C 17.706 -31.404 -22.320  0.00
C 9.236 -32.859 -17.753  0.00
C 6.106 -26.875 -29.099  0.00
H 5.196 -28.950 -29.131  0.00
H 4.868 -38.922 -28.427  0.00
H 7.393 -37.673 -28.045  0.00
H 20.000 -32.787 -21.731  0.00
H 8.499 -39.145 -29.641  0.00
H 1.697 -34.503 -19.850  0.00
H 17.272 -32.369 -22.582  0.00
H 1.111 -31.778 -21.630  0.00
H 16.706 -29.340 -18.386  0.00
H 4.585 -38.222 -33.370  0.00
H 9.670 -32.687 -18.738  0.00
H 11.552 -38.193 -18.482  0.00
H 10.002 -32.956 -16.983  0.00
H 4.425 -26.927 -22.301  0.00
H 9.396 -25.670 -21.311  0.00
H 14.153 -30.552 -19.308  0.00
H 12.926 -36.822 -23.067  0.00
H 9.701 -38.257 -22.367  0.00
H -1.409 -31.814 -21.900  0.00
H 7.489 -31.543 -17.821  0.00
H 4.735 -40.183 -30.176  0.00
H 7.951 -32.014 -16.182  0.00
H 7.583 -38.009 -31.642  0.00
H 18.604 -33.571 -21.132  0.00
H 1.095 -32.780 -24.369  0.00
H 13.811 -40.576 -20.095  0.00
H -1.189 -32.442 -23.499  0.00
H 7.406 -39.869 -31.528  0.00
H 4.741 -35.281 -28.790  0.00
H 16.263 -30.657 -23.546  0.00
H 17.043 -29.484 -22.557  0.00
H 15.003 -29.745 -21.527  0.00
H 3.443 -27.062 -19.702  0.00
H 7.907 -36.884 -29.498  0.00
H 6.294 -35.021 -29.679  0.00
H 14.798 -31.386 -21.579  0.00
H 12.589 -41.653 -19.375  0.00
H 6.903 -39.817 -29.330  0.00
H 9.076 -40.700 -22.016  0.00
H 11.618 -37.311 -24.086  0.00
H 10.619 -41.324 -22.065  0.00
H 4.606 -28.187 -28.108  0.00
H 4.680 -25.824 -28.018  0.00
H 11.168 -23.316 -20.551  0.00
H 14.781 -32.200 -19.351  0.00
H 6.203 -37.482 -33.300  0.00
H 15.470 -28.760 -19.501  0.00
H 2.815 -33.424 -20.598  0.00
H 11.212 -39.914 -18.087  0.00
H 5.441 -24.857 -29.311  0.00
H 2.470 -32.599 -23.546  0.00
H 19.738 -32.779 -19.976  0.00
H 7.868 -25.534 -28.293  0.00
H 9.731 -39.275 -20.086  0.00
H 12.678 -41.321 -21.097  0.00
H 18.441 -31.193 -23.097  0.00
H 3.962 -25.337 -22.252  0.00
H 6.111 -35.432 -27.887  0.00
H 8.761 -24.167 -20.283  0.00
H 5.145 -40.570 -31.824  0.00
H 3.214 -35.190 -20.455  0.00
H 12.565 -40.533 -23.060  0.00
H 4.125 -26.101 -29.651  0.00
H 5.113 -37.548 -27.279  0.00
H 7.179 -26.499 -27.203  0.00
H 10.139 -28.314 -27.547  0.00
H 6.177 -28.518 -27.834  0.00
H 10.205 -40.983 -19.772  0.00
H 12.889 -39.289 -18.141  0.00
H -0.732 -30.800 -23.141  0.00
H 11.412 -36.486 -22.448  0.00
H 9.136 -27.385 -26.541  0.00
H 15.260 -31.131 -18.047  0.00
H 19.885 -30.230 -19.898  0.00
H 3.739 -37.617 -28.261  0.00
H 20.216 -30.467 -21.540  0.00
H 0.089 -34.191 -21.153  0.00
H 17.179 -28.682 -19.941  0.00
H 11.135 -24.819 -19.677  0.00
H 5.036 -26.334 -20.126  0.00
H 10.223 -39.379 -23.663  0.00
H 1.411 -31.368 -24.094  0.00
H 3.653 -39.567 -31.423  0.00
H 12.465 -39.252 -24.358  0.00
H 6.352 -27.073 -30.142  0.00
H 5.910 -39.227 -33.480  0.00
H 19.063 -29.259 -21.127  0.00
H 0.127 -34.482 -22.935  0.00
H 13.733 -39.224 -23.345  0.00
H 9.977 -26.497 -27.822  0.00

Summary:
spin multiplicity: 4
<S²>: 3.766
net charge: +1
HOMO-LUMO gap (spin up / spin down): 0.2272 / 0.2415 Ha

---

(5)
Here is C20H22BaN2 as an isolated structure from OMol25. Energies are from wB97M-V/def2-TZVPD.

Each line ends with the Mulliken charge.
Cartesian coordinates (Å):
Ba 1.295 0.899 2.301  1.76
N -1.156 -0.541 2.419  -0.11
N -0.224 -1.089 3.164  -0.67
C 0.658 -1.975 2.578  1.07
C -0.180 -1.526 -1.818  0.06
C -1.479 0.759 2.909  -1.10
C -0.790 2.463 4.461  -0.57
C -0.900 3.412 3.422  -0.33
C -1.332 3.106 2.154  -0.51
C -1.464 1.783 -1.778  -0.50
C 1.881 -1.565 2.054  -0.79
C 1.126 -1.209 -1.659  -0.27
C 0.350 -3.350 2.590  -0.32
C 1.262 -4.262 2.066  -0.61
C 2.835 -2.434 1.660  -1.03
C 0.904 1.174 -2.806  -1.01
C 2.486 -3.798 1.577  -0.36
C -1.357 -0.717 -2.371  -1.34
C -1.661 1.717 1.823  1.17
C -2.138 0.466 -1.559  -0.03
C -0.272 2.078 -2.301  -0.24
C -1.114 1.120 4.185  0.22
C 1.769 0.258 -1.940  0.10
H 1.611 0.718 -0.887  -0.22
H -2.210 0.097 -0.512  0.23
H -3.170 0.545 -1.988  0.34
H -1.032 0.336 4.943  0.33
H 1.555 1.945 -3.256  0.42
H 1.039 -5.326 2.024  0.37
H -2.174 -1.438 -2.541  0.45
H -2.024 1.402 0.874  0.14
H -0.586 -3.675 3.015  0.40
H -1.444 3.830 1.346  0.41
H -0.659 1.432 1.332  -0.86
H -0.725 -2.507 -1.338  0.19
H -1.143 -0.357 -3.387  0.46
H 3.210 -4.480 1.148  0.36
H 3.830 -2.070 1.396  0.29
H 1.571 -1.372 -0.688  0.03
H -0.502 2.748 5.493  0.35
H -0.575 4.449 3.630  0.32
H 0.508 0.619 -3.672  0.38
H -0.069 3.203 -2.396  0.24
H 2.868 0.327 -2.343  0.40
H -2.093 2.587 -1.361  0.38

Summary:
HOMO-LUMO gap (spin up / spin down): 0.2166 / 0.2081 Ha
energy above the lowest of the compared OMol25 structures with the same formula, charge and spin: 102.5 kcal/mol

---

(6)
Here is an isolated molecule of C5H12N2 from OMol25. Energies are from wB97M-V/def2-TZVPD.

Each line ends with the Mulliken charge.
Cartesian coordinates (Å):
N -1.560 1.960 -0.029  -0.76
N 1.411 -0.555 1.625  -0.50
C -1.843 -0.419 -0.389  -1.36
C 1.335 -0.544 0.200  0.80
C 0.514 0.551 -0.423  -0.60
C 2.047 -1.402 -0.528  -1.18
C -0.923 0.642 0.156  0.26
H 2.118 -1.221 1.892  0.25
H -0.807 0.597 1.244  0.23
H -1.463 -1.431 -0.319  0.36
H -1.777 2.113 -1.011  0.28
H 2.580 -2.221 -0.058  0.26
H 0.445 0.328 -1.467  0.23
H -0.861 2.664 0.189  0.27
H -2.011 -0.197 -1.446  0.37
H -2.791 -0.431 0.158  0.34
H 0.510 -0.629 2.064  0.18
H 0.971 1.517 -0.257  0.32
H 2.106 -1.323 -1.602  0.26

Summary:
SMILES: C=C(N)C[C@H](C)N
HOMO-LUMO gap: 0.3533 Ha
energy above the lowest of the compared OMol25 structures with the same formula, charge and spin: 18.0 kcal/mol

---

| no. | M (g mol⁻¹) | E_tot (eV) |
| --- | --- | --- |
| 1 | 699.601 | -82366.789 |
| 2 | 100.146 | -16989.324 |
| 3 | 648.995 | -108890.574 |
| 4 | 1045.368 | -157484.479 |
| 5 | 427.738 | -24760.877 |
| 6 | 100.165 | -8359.357 |